166
Properties=species:S:1:pos:R:3:forces:R:3 method="wB97M-V/def2-TZVPD" total_charge=+2 total_energy_ev=-163120.086
C 2.64466 -2.61339 -0.02244 0.18 1.39 -0.71
F 1.68268 -3.25966 -0.69940 -0.11 -0.33 0.86
F 3.11745 -3.29320 1.01435 -0.51 -0.57 0.06
F 3.64638 -2.49158 -0.90166 0.23 0.21 0.14
S 2.07506 -0.88631 0.51564 2.53 -0.85 0.67
O 3.08685 -0.38812 1.42787 -0.92 -0.87 -0.52
O 1.94832 -0.21137 -0.74536 -0.44 -0.51 0.70
N 0.68420 -1.34109 1.37464 2.75 -0.38 -1.90
S -0.20455 -0.15916 0.93383 -4.93 2.81 0.38
O 0.30937 1.11039 1.40663 -0.25 -0.53 0.36
O -0.69201 -0.13165 -0.41750 -0.26 -0.71 0.04
C -1.81772 -0.57140 1.97737 2.03 0.87 -0.11
F -2.78011 0.30496 1.64167 0.28 -0.41 0.26
F -2.26539 -1.80516 1.79612 -0.24 -0.32 -0.55
F -1.48442 -0.45936 3.25785 -0.40 0.30 0.02
C -0.12751 -5.13302 2.39503 -0.08 0.77 -2.08
C 1.16735 -4.57561 2.88010 0.23 -1.04 0.96
O 2.18572 -5.18957 2.95439 0.26 0.40 -0.24
N 1.12714 -3.17230 3.42356 1.70 0.82 -0.62
H 0.98419 -2.43839 2.70543 -0.59 -0.44 -0.34
H 0.32092 -3.12264 4.06371 -1.61 -0.15 1.19
C 2.38338 -2.74600 4.14619 -0.46 -1.94 2.17
H -0.85994 -5.40055 3.15386 -0.04 0.63 0.16
H -0.04250 -5.93958 1.66261 0.90 -0.66 0.82
H -0.41598 -4.40164 1.62396 -1.06 0.59 0.80
H 3.32582 -3.03179 3.69391 -0.31 0.29 -0.66
H 2.30802 -3.38027 5.03521 0.44 -0.07 0.07
H 2.37060 -1.76813 4.61892 -0.49 0.42 -0.97
C 3.52509 6.44573 -0.82499 0.20 -0.47 0.61
C 2.14165 5.90782 -0.84080 -0.12 0.96 -0.33
O 1.30969 6.12415 -1.64490 -0.26 -0.46 0.37
N 1.78855 4.98804 0.35278 -0.08 -0.89 -0.22
H 2.60193 4.78115 0.93289 0.36 -0.22 -0.48
H 1.20742 5.44969 1.07189 -0.87 0.14 -0.44
C 1.12871 3.67571 -0.08663 -1.13 0.19 1.16
H 3.70928 7.04528 -1.70918 -0.03 -0.20 -0.03
H 4.17762 5.57098 -0.75614 0.31 0.17 -0.30
H 3.72071 7.05037 0.06350 -0.18 0.00 0.09
H 0.22722 3.81552 -0.68013 0.46 0.75 -0.48
H 0.67413 3.27937 0.81926 0.57 -0.29 0.13
H 1.78444 2.95981 -0.57135 0.40 0.38 0.16
C 2.88289 -5.73005 -3.63487 -0.49 -1.14 1.08
C 2.76000 -6.22661 -2.20669 -1.73 2.14 -1.12
O 1.75950 -6.10884 -1.57077 0.80 -0.86 0.50
N 4.01986 -6.67778 -1.58966 0.04 0.64 0.94
H 3.87140 -7.62649 -1.24065 0.31 -0.25 -0.41
H 4.73886 -6.58758 -2.30586 0.28 -0.65 0.12
C 4.46532 -5.88473 -0.33164 0.52 -0.52 -0.91
H 3.06435 -6.61239 -4.25349 0.51 0.30 -0.34
H 3.64221 -4.94753 -3.66316 0.01 -0.01 -0.47
H 1.87831 -5.38369 -3.85996 0.23 0.42 -0.23
H 3.58803 -5.68848 0.27607 0.17 -0.33 0.24
H 4.97957 -4.96840 -0.61360 -0.33 0.06 -0.30
H 5.22686 -6.57356 0.02641 -0.23 0.29 0.94
C -2.21518 -2.49394 -2.71695 0.07 0.14 -1.23
C -1.48449 -3.52156 -3.53846 0.21 2.47 1.66
O -0.31037 -3.50610 -3.68410 -0.27 -1.48 -0.81
N -2.34515 -4.62828 -4.18596 1.41 0.86 1.94
H -2.92272 -4.12811 -4.86246 0.02 -0.50 -0.54
H -1.53636 -5.13662 -4.54823 -0.76 -0.71 -0.85
C -3.20693 -5.38315 -3.18003 -0.08 -0.73 -1.08
H -2.57377 -2.97775 -1.81045 -0.43 0.40 0.01
H -2.93176 -1.99593 -3.38059 -0.78 -0.49 0.36
H -1.57257 -1.62973 -2.54656 0.50 -0.47 0.53
H -2.73560 -5.71727 -2.25793 0.64 0.73 -0.10
H -3.43545 -6.31731 -3.69130 -0.57 0.16 -0.02
H -4.08581 -4.77815 -2.98524 -0.02 -0.12 -0.01
C -5.92622 -2.05800 1.42170 0.58 0.09 -1.75
C -6.68899 -1.27391 2.39963 -0.96 -0.77 1.75
O -7.12542 -1.66326 3.43314 0.29 0.06 -0.22
N -7.10235 0.14201 2.07529 0.97 0.81 -1.00
H -7.59374 0.15244 1.17938 -0.19 -0.11 0.00
H -7.76239 0.48607 2.77390 0.11 -0.28 0.36
C -5.94806 1.10913 1.87297 -0.41 0.81 -0.82
H -4.88576 -1.75696 1.27559 0.07 0.15 0.62
H -6.31453 -1.91155 0.40717 -0.36 0.06 0.08
H -5.96663 -3.12495 1.62102 -0.07 0.14 0.48
H -5.26423 1.22946 2.70798 -0.16 -0.55 0.17
H -6.39651 2.07902 1.65660 -0.07 0.02 0.24
H -5.45954 0.84257 0.93789 0.31 -0.29 0.27
C 2.98374 1.61879 4.07077 0.14 -0.17 -1.85
C 1.75227 1.55587 4.86134 0.39 -0.64 1.85
O 1.19339 0.57222 5.23201 -0.27 0.44 -0.45
N 1.32007 2.87137 5.43401 0.45 1.46 1.99
H 2.07959 3.37156 5.90507 0.69 -0.51 -0.40
H 1.08030 3.57921 4.71404 -1.22 0.66 -1.04
C 0.25433 2.82161 6.52698 -0.43 -1.03 -1.56
H 2.79714 2.28947 3.22538 0.24 0.24 0.10
H 3.14535 0.65200 3.59588 -0.03 -0.06 0.19
H 3.90431 1.90449 4.57715 -0.30 0.25 0.37
H 0.00136 3.78834 6.94986 0.31 0.24 -0.53
H 0.55398 2.13824 7.31562 0.11 -0.15 -0.23
H -0.54505 2.43122 5.90392 -0.67 -0.07 1.03
C 1.91889 -1.29608 -3.76296 0.36 1.19 -0.89
C 3.28759 -1.39880 -4.39155 -1.73 -0.26 0.34
O 3.95673 -2.38224 -4.32081 0.65 0.11 -0.15
N 3.74846 -0.23978 -5.25163 0.36 -1.72 0.28
H 3.53352 -0.39501 -6.24051 -0.10 -0.49 0.02
H 3.17198 0.61327 -5.07100 -0.17 2.03 1.23
C 5.23112 -0.14693 -5.14766 0.95 0.08 -0.10
H 1.71076 -0.34803 -3.26029 0.53 0.03 0.25
H 1.71771 -2.15498 -3.13617 0.01 0.00 -0.13
H 1.22529 -1.17715 -4.60457 -0.20 -0.47 -0.06
H 5.65223 -0.15359 -4.14359 -0.94 0.90 0.33
H 5.50052 0.73435 -5.72141 0.40 -0.11 0.16
H 5.72919 -1.06253 -5.46619 -0.60 0.06 -1.04
C -0.92247 4.37898 2.95680 2.08 0.21 -0.73
O -1.15213 5.18486 1.79568 -0.16 0.60 -0.75
O 0.11166 4.94638 3.62631 -0.73 -1.52 0.24
C -2.25085 4.15010 3.73123 0.51 0.89 1.51
F -1.97359 3.96267 5.06490 -0.27 -0.13 -0.73
F -3.06956 5.20054 3.67404 -0.13 -0.08 -0.02
F -2.95698 3.06119 3.35523 0.09 -0.12 -0.24
C -2.27404 4.93485 0.97387 -1.53 0.77 -1.18
C -2.06503 5.37452 -0.54493 1.35 -1.21 2.39
H -1.02692 5.70954 -0.50764 -0.22 0.78 -0.48
H -2.02784 4.52812 -1.22569 -0.63 0.15 -0.18
H -2.79094 6.15683 -0.72616 0.24 -0.05 -0.70
H -3.10257 5.59536 1.24569 0.12 0.00 0.67
H -2.71117 3.94146 1.10993 0.55 -0.36 -0.25
H -0.63089 3.42124 2.48943 -0.39 -0.74 0.48
C 2.94854 2.84956 -3.45930 -1.49 1.39 -2.48
O 3.14395 4.26019 -3.80407 0.89 -0.38 1.53
O 2.45633 2.22038 -4.55693 2.18 -1.81 1.26
C 4.24573 2.37447 -2.73724 -0.50 -1.33 -0.07
F 4.68511 3.12670 -1.71992 -0.24 0.65 0.03
F 4.01310 1.14437 -2.13979 0.06 0.22 -0.54
F 5.29288 2.19580 -3.55862 0.02 -0.18 0.06
C 4.24614 4.58493 -4.63629 -0.12 1.43 0.01
C 4.30441 6.13725 -4.64126 -1.79 -1.13 -0.47
H 4.11619 6.55664 -3.65331 1.04 -0.22 0.25
H 5.17440 6.49142 -5.18542 -0.10 0.36 0.16
H 3.34561 6.42863 -5.08092 0.37 0.31 -0.74
H 4.03594 4.17941 -5.62738 0.25 0.12 -0.15
H 5.23723 4.26579 -4.30909 -0.22 -0.48 0.31
H 2.15069 2.92624 -2.71160 0.20 -0.09 0.63
C -2.31270 1.68690 -5.49426 -0.82 3.11 -2.61
O -1.62041 2.53015 -4.56223 1.12 -0.25 1.52
O -2.41749 2.47283 -6.57975 -0.16 -2.45 1.01
C -1.62935 0.33747 -5.83314 0.66 1.28 -1.67
F -2.40233 -0.42546 -6.62700 -0.70 -0.43 0.44
F -0.49196 0.45381 -6.57526 -0.08 -0.11 1.29
F -1.35770 -0.43917 -4.73213 0.43 -0.61 0.41
C -1.54416 2.34419 -3.16089 -1.45 -0.86 -0.76
C -2.91514 2.27239 -2.43722 0.28 0.43 -0.52
H -3.62771 1.56522 -2.86559 0.32 -0.30 -0.05
H -2.69203 1.99671 -1.40330 -0.33 0.22 0.19
H -3.40558 3.24134 -2.54455 -0.04 0.05 0.41
H -1.04211 3.24756 -2.81672 0.42 -0.26 0.22
H -1.04474 1.40770 -2.88555 0.64 0.20 0.02
H -3.29646 1.43566 -5.05389 -0.25 -0.61 0.36
C -2.42246 -3.49453 4.91512 1.68 1.13 0.94
O -2.94920 -2.39964 5.67983 -0.94 -0.12 -0.31
O -1.11289 -3.50071 5.20091 -0.05 -1.05 -1.18
C -3.25751 -4.76655 5.25429 1.40 -1.20 0.32
F -4.35841 -4.77075 4.46714 -0.57 0.06 0.53
F -2.56987 -5.89256 4.89696 0.14 0.17 -0.61
F -3.56071 -5.02855 6.53941 -0.50 1.03 -0.69
C -4.06712 -1.64529 5.27259 1.31 1.45 1.21
C -3.81976 -0.25221 5.92989 -1.66 -0.08 -0.65
H -3.16297 0.43371 5.39641 0.45 -0.42 0.00
H -4.80127 0.23782 5.88778 -0.02 0.25 0.23
H -3.56512 -0.33850 6.98273 0.22 -0.14 -0.09
H -5.01874 -1.99946 5.67574 -0.03 -0.45 -0.26
H -4.12405 -1.48517 4.18834 -0.03 -0.41 -0.23
H -2.62878 -3.32022 3.84423 -0.39 0.04 -0.28